[1]
Below is a molecular structure, C34H32N5O17PS at a distorted geometry, with properties calculated with ωB97M-V/def2-TZVPD.

Spin multiplicity: 1
Total energy, eV: -98144.5213
Charge: 0
ΔE to the lowest compared entry with this formula, charge and spin, eV: 1.021

Last column: Mulliken charge in e.
Positions of all 90 atoms, in Å:
C (0.828, 1.832, -1.993)  -0.669
C (-0.182, 2.109, -1.080)  -0.404
O (5.998, -3.312, 2.835)  -0.638
H (-0.168, 3.047, -0.524)  0.530
N (-2.250, -0.981, -1.364)  1.146
C (6.182, -0.311, 2.651)  -0.312
C (3.868, -4.918, 5.952)  -0.587
H (-1.985, 1.407, -0.168)  0.495
H (-0.879, 6.905, 2.596)  0.443
C (5.106, -0.117, 3.500)  -0.349
O (0.867, 3.976, 0.711)  -0.679
C (6.749, 0.773, 1.994)  -0.541
H (3.038, -6.733, 6.734)  0.379
C (-5.702, -4.789, -0.013)  -0.001
C (3.578, -6.275, 5.916)  -0.397
H (-1.183, 1.864, -4.608)  0.480
C (-0.792, 2.490, -6.630)  -0.058
C (-5.609, -1.880, -1.500)  -0.366
O (-5.880, -4.262, -4.587)  -0.436
C (-1.189, 0.001, -1.592)  0.059
O (-2.202, -2.029, -1.977)  -0.579
C (-0.285, 6.232, 3.198)  -0.519
O (-8.526, -2.780, -3.417)  -0.555
H (6.579, -1.301, 2.505)  0.577
H (4.761, 3.245, 3.165)  0.458
O (-3.131, -0.700, -0.564)  -0.708
H (1.626, 2.549, -2.146)  0.451
H (4.670, -0.963, 4.011)  0.440
O (-5.876, -4.137, 0.937)  -0.422
C (-1.802, 4.539, -7.324)  -0.448
N (3.482, 1.369, 4.597)  0.935
H (-6.213, -5.757, -0.182)  0.344
H (-6.024, -1.878, -0.481)  0.493
H (-0.190, -1.208, -3.067)  0.491
H (1.609, 0.433, -3.420)  0.363
H (-1.979, 5.290, -8.082)  0.377
O (6.052, -5.207, 1.815)  -0.594
C (-1.011, 3.439, -7.612)  -0.368
C (4.680, -6.465, 3.789)  -0.385
C (6.236, 2.051, 2.178)  -0.582
C (0.587, 5.583, 5.340)  -0.560
H (1.836, 3.835, 5.367)  0.657
H (-0.689, 7.279, 5.020)  0.381
C (-0.191, -0.282, -2.510)  -0.278
H (6.679, 2.893, 1.663)  0.398
N (0.286, 4.943, 1.182)  1.106
O (-4.394, -2.029, -4.371)  -0.408
H (-6.608, -3.615, -4.636)  0.313
C (-4.731, -4.326, -1.113)  -1.078
S (-7.862, -2.514, -2.203)  1.079
H (-5.233, -1.729, -4.759)  0.303
H (7.595, 0.622, 1.335)  0.407
H (4.793, -3.275, 4.945)  0.360
C (4.608, 1.161, 3.681)  0.020
C (-0.178, 6.443, 4.562)  -0.434
C (-2.363, 4.680, -6.062)  -0.405
H (0.675, 5.755, 6.406)  0.398
C (4.970, -5.113, 3.842)  0.110
O (-6.735, -1.373, -2.288)  -0.357
O (-6.833, -3.775, -2.037)  -0.311
C (4.568, -4.331, 4.911)  -0.053
O (3.052, 2.507, 4.720)  -0.576
C (1.137, 4.288, 3.395)  -0.181
N (0.064, 1.332, -6.923)  1.033
N (5.730, -4.500, 2.746)  0.995
H (3.754, -8.104, 4.809)  0.375
H (-0.573, 3.335, -8.595)  0.449
C (5.158, 2.250, 3.024)  -0.252
H (-2.581, 3.827, -4.105)  0.419
H (1.646, 3.449, 2.946)  0.542
O (0.572, 1.265, -8.024)  -0.612
C (-2.142, 3.716, -5.087)  -0.571
C (0.379, 5.158, 2.630)  -0.072
C (-1.199, 1.190, -0.879)  -0.292
H (-4.722, -1.244, -1.499)  -0.024
C (-1.354, 2.613, -5.370)  -0.066
O (0.214, 0.512, -6.038)  -0.603
H (4.991, -7.070, 2.950)  0.448
P (-4.657, -3.547, -3.719)  -0.038
O (-0.359, 5.735, 0.526)  -0.618
H (-3.766, -3.980, -0.737)  0.343
O (-8.660, -2.360, -1.064)  -0.558
C (1.243, 4.504, 4.759)  -0.449
H (-2.975, 5.545, -5.836)  0.384
O (3.040, 0.405, 5.184)  -0.626
C (3.982, -7.047, 4.835)  -0.449
H (-4.516, -5.194, -1.754)  0.572
H (3.550, -4.318, 6.794)  0.388
C (0.822, 0.641, -2.708)  -0.586
C (-5.458, -3.294, -2.010)  1.112

***

[2]
Below is 2 unconnected molecules or ions with the total composition C2H2S3 at a distorted geometry, with properties calculated with ωB97M-V/def2-TZVPD.

Spin multiplicity: 1
Total energy, eV: -34607.3195
Charge: 0
ΔE to the lowest compared entry with this formula, charge and spin, eV: 3.783

Last column: natural (NBO) charge in e.
Positions of all 7 atoms, in Å:
S (1.263, -1.843, -1.610)  0.180
H (-0.845, -2.396, -0.608)  0.198
S (-1.342, 0.886, 1.891)  0.127
C (0.140, -1.832, -0.517)  -0.366
H (0.732, 2.762, 0.622)  0.125
S (0.531, 1.726, -0.314)  0.158
C (-0.479, 0.697, 0.536)  -0.422

***

[3]
Below is C5H9N in the gas phase, with properties calculated with ωB97M-V/def2-TZVPD.

Spin multiplicity: 1
Total energy, eV: -6816.7737
Charge: 0
ΔE to the lowest compared entry with this formula, charge and spin, eV: 4.221

Last column: natural (NBO) charge in e.
Positions of all 15 atoms, in Å:
C (-1.547, -0.662, -0.265)  -0.352
C (1.175, 0.430, -1.279)  -0.423
C (0.711, 0.411, 0.158)  -0.061
H (-1.842, -0.463, -1.298)  0.175
H (-0.955, 0.482, 2.575)  0.173
H (0.392, 0.173, -1.984)  0.226
H (-2.091, -1.438, 0.264)  0.188
H (1.120, 1.192, 0.792)  0.219
N (-0.686, 0.115, 0.459)  -0.329
C (1.645, -0.645, -0.334)  -0.427
C (-1.343, 0.535, 1.557)  -0.252
H (1.863, 1.207, -1.617)  0.223
H (1.235, -1.638, -0.486)  0.231
H (-2.333, 0.930, 1.391)  0.187
H (2.657, -0.630, 0.067)  0.221

***

[4]
Below is C2O5S in the gas phase at a distorted geometry, with properties calculated with ωB97M-V/def2-TZVPD.

Spin multiplicity: 1
Total energy, eV: -23142.4085
Charge: 0
ΔE to the lowest compared entry with this formula, charge and spin, eV: 3.995

Last column: natural (NBO) charge in e.
Positions of all 8 atoms, in Å:
O (1.955, -0.622, -0.985)  -0.864
O (0.923, -1.230, 1.150)  -0.892
C (-1.414, 0.114, 0.373)  0.645
S (1.238, -0.242, 0.178)  2.392
O (-0.498, 0.782, -1.748)  -0.323
O (-1.644, -0.440, 1.355)  -0.256
O (1.261, 1.141, 0.580)  -0.887
C (-0.549, 0.254, -0.704)  0.184

***

[5]
Below is a molecular structure, C51H62B2BiN10OS3Si, with properties calculated with ωB97M-V/def2-TZVPD.

Spin multiplicity: 1
Total energy, eV: -118418.6507
Charge: +1
ΔE to the lowest compared entry with this formula, charge and spin, eV: 0.355

Last column: Mulliken charge in e.
Positions of all 131 atoms, in Å:
C (-2.466, 5.929, -3.237)  -0.658
H (-2.210, -1.513, 5.618)  0.478
C (-0.252, 0.938, -4.657)  -0.564
H (2.103, -5.781, 4.277)  0.447
C (-2.350, -3.851, -1.829)  -0.334
H (2.110, 3.689, -2.775)  -0.473
H (-3.265, 1.138, 4.675)  0.393
C (2.185, 4.526, -0.289)  0.340
H (-4.620, -2.445, -2.420)  0.361
H (-3.275, 2.285, -0.843)  0.443
H (-2.041, 0.980, 5.919)  0.477
C (-1.675, 0.020, 2.622)  -0.389
H (-1.335, 6.604, 3.552)  0.441
H (1.464, -4.676, -3.996)  0.361
H (3.259, -4.093, 3.273)  0.619
H (0.748, 4.946, -2.950)  0.238
H (0.656, 2.265, 2.317)  -0.027
C (1.469, -4.197, 2.054)  -0.156
C (-1.548, -0.098, 4.130)  2.551
N (0.996, -2.285, 0.902)  0.898
H (-5.685, -3.284, -1.291)  0.462
H (0.293, 2.826, 4.689)  0.552
N (-0.553, -2.681, -1.080)  1.049
H (-1.785, -2.256, 4.069)  0.242
C (0.207, 3.215, 2.578)  0.209
H (-0.929, 0.148, -4.391)  0.466
H (-0.011, -4.859, -4.970)  0.445
C (-0.068, -0.194, 4.507)  -1.211
C (-0.565, 4.738, 4.270)  -0.416
N (3.530, 1.983, -3.117)  -0.110
H (5.318, 2.565, -3.998)  0.482
H (6.357, 0.481, -2.539)  0.494
H (0.266, -5.941, 0.376)  0.154
H (-0.724, 4.979, 5.312)  0.417
C (2.465, 5.839, -0.661)  -0.092
C (4.835, 1.880, -3.331)  -0.110
C (-0.114, 4.124, 1.570)  0.621
N (3.159, 1.032, -2.242)  0.184
C (-3.766, 1.663, -0.097)  -2.027
H (-0.315, -4.999, 3.956)  0.382
C (0.267, -2.999, -2.105)  1.470
N (-1.834, -3.077, -0.925)  -0.500
H (-4.303, -2.363, -0.687)  0.144
C (-0.710, 4.769, -1.384)  0.905
H (0.623, -7.423, 1.269)  0.445
H (5.368, 3.508, 0.327)  0.463
C (-1.146, 5.690, -3.583)  -0.854
B (-0.136, -1.828, 0.048)  -2.600
C (3.768, 6.309, -0.688)  -0.828
H (0.466, 0.717, 4.231)  0.106
H (1.661, 6.501, -0.947)  0.411
C (0.907, 2.515, -5.625)  -0.169
H (0.407, -1.035, 4.005)  0.005
C (2.611, -3.553, 2.602)  -0.864
C (-2.915, 5.595, -1.969)  -0.902
H (3.145, 3.705, -4.497)  -0.137
C (-2.191, 1.089, 4.846)  -2.406
C (-0.293, -3.838, -3.123)  -0.037
C (-2.765, 0.832, 0.623)  0.285
C (-3.790, -4.273, -1.580)  2.110
H (1.939, -6.471, 0.583)  0.390
C (-0.155, 1.647, -5.839)  -1.239
H (5.833, 5.836, -0.370)  0.404
S (1.836, -2.390, -2.150)  -0.361
C (-0.904, 5.649, 3.284)  -0.973
H (0.023, -0.337, 5.581)  0.515
H (-4.307, 2.295, 0.601)  0.442
H (4.756, -1.240, 2.023)  0.308
N (-0.910, -0.769, 1.942)  -0.516
H (-3.464, -4.411, 0.562)  0.219
H (-1.063, -5.100, 2.359)  0.177
C (1.044, -5.621, 2.376)  2.248
C (2.026, -6.304, 3.326)  -2.287
H (4.178, -0.493, -1.221)  0.446
H (3.803, -0.663, 3.367)  0.312
H (3.021, -6.390, 2.892)  0.452
N (1.387, 2.320, -4.402)  -0.044
Si (0.439, 3.867, -0.210)  -1.499
S (2.318, 0.044, 0.951)  -0.465
Bi (1.005, 0.568, -1.577)  3.565
H (-0.756, 1.547, -6.718)  0.478
C (-1.583, -4.242, -2.969)  -0.416
H (-3.308, -1.381, 4.248)  0.380
C (-0.281, 5.120, -2.665)  0.261
B (2.551, 3.056, -3.686)  0.219
H (-4.354, -4.658, -3.653)  0.434
H (-5.340, -5.476, -2.452)  0.415
C (-0.001, 3.523, 3.915)  -0.673
C (0.536, -4.196, -4.307)  -1.825
H (-2.039, -4.851, -3.731)  0.650
C (-2.043, 5.020, -1.058)  -0.206
C (-2.613, 0.870, 1.968)  -0.700
C (0.965, -6.410, 1.066)  -1.523
H (-4.473, 1.025, -0.630)  0.317
C (-0.341, -5.566, 3.027)  -1.483
C (4.555, 4.165, 0.047)  -0.743
C (4.815, 5.471, -0.342)  -0.583
H (-3.218, 1.545, 2.552)  0.393
C (-3.841, -5.031, -0.249)  -1.557
S (-1.972, -0.045, -1.810)  -0.463
C (-4.322, -5.173, -2.694)  -2.277
H (-3.141, 6.381, -3.949)  0.406
H (3.064, 2.682, 0.382)  0.281
H (1.347, 3.256, -6.263)  0.495
H (0.821, -3.294, -4.851)  0.321
H (-0.906, 6.086, 1.202)  0.447
H (-0.678, -6.574, 3.256)  0.431
N (0.688, 1.350, -3.800)  -0.154
C (2.036, -1.573, 1.369)  0.826
H (-2.407, 4.772, -0.071)  0.636
H (-4.869, -5.308, -0.025)  0.446
C (-2.259, -1.395, 4.539)  -1.842
H (-3.729, -6.081, -2.803)  0.451
C (2.908, -2.265, 2.279)  0.515
C (-4.651, -3.010, -1.490)  -1.417
C (4.101, -1.564, 2.831)  -1.864
C (-0.669, 5.347, 1.952)  -0.547
N (0.704, -3.562, 1.218)  -0.768
H (-3.943, 5.788, -1.690)  0.431
N (-1.028, -0.799, 0.579)  0.802
C (-1.912, -0.035, -0.141)  1.913
H (3.968, 7.329, -0.983)  0.434
H (-3.247, -5.942, -0.292)  0.380
H (-0.788, 5.954, -4.568)  0.486
C (3.250, 3.704, 0.075)  0.186
C (4.248, 0.325, -1.914)  -0.456
O (0.406, 2.268, -0.567)  0.203
H (4.652, -2.217, 3.502)  0.457
C (5.345, 0.828, -2.582)  -1.339
H (1.674, -7.312, 3.537)  0.430
H (-1.741, 2.034, 4.542)  0.535

***

[6]
Below is a molecular structure, C22H27KN5O2S at a distorted geometry, with properties calculated with ωB97M-V/def2-TZVPD.

Spin multiplicity: 1
Total energy, eV: -61959.4442
Charge: -1

Last column: natural (NBO) charge in e.
Positions of all 58 atoms, in Å:
H (1.810, -0.943, -0.412)  0.401
H (-0.479, 0.740, -4.213)  0.225
H (4.658, -0.272, -0.109)  0.177
H (-4.536, -1.820, -0.592)  0.216
C (-4.022, 2.429, 1.953)  -0.071
H (2.579, -0.911, -2.809)  0.176
H (3.763, 0.256, -2.228)  0.186
H (-6.102, 0.095, 3.245)  0.201
H (-7.739, 1.916, 2.892)  0.187
N (2.765, -0.838, -0.753)  -0.659
H (1.310, 0.554, 1.015)  0.383
O (-2.419, 2.383, 0.240)  -0.808
O (-1.699, 2.922, 2.274)  -0.767
H (-1.944, -2.278, 3.654)  0.279
N (-0.811, -1.125, -0.173)  -0.426
H (-6.994, 4.088, 1.964)  0.188
C (-1.426, -0.723, -1.280)  0.105
H (-4.603, 4.388, 1.344)  0.197
C (-2.600, 2.616, 1.464)  0.725
H (1.033, 1.051, 3.474)  0.206
H (4.051, 1.177, 1.748)  0.183
H (2.255, -1.663, 2.829)  0.190
N (0.422, -1.207, 2.019)  -0.470
C (-6.280, 3.286, 2.113)  -0.278
C (-2.787, -0.951, -1.466)  -0.199
N (1.975, 1.011, 1.629)  -0.665
H (-3.302, -0.599, -2.351)  0.212
C (3.285, 0.960, 0.997)  -0.226
H (1.628, 1.180, -3.314)  0.166
H (-1.662, -0.552, -3.934)  0.224
C (1.703, 0.961, -2.239)  -0.257
C (-0.660, -0.203, -3.697)  -0.690
C (-5.782, 1.044, 2.831)  -0.254
H (3.327, 1.767, 0.256)  0.179
N (0.497, 0.503, -1.617)  -0.433
S (-3.308, -0.103, 2.807)  -0.552
C (-1.139, -2.798, 3.126)  -0.708
C (3.646, -0.366, 0.303)  -0.224
H (-0.346, -3.049, 3.828)  0.215
C (-4.425, 1.202, 2.510)  -0.144
H (-3.353, -2.570, 1.451)  0.239
C (1.394, -1.021, 3.049)  -0.259
C (-2.829, -2.017, 0.690)  -0.151
C (1.817, 0.470, 2.978)  -0.218
C (-0.478, -0.054, -2.205)  0.304
C (-6.695, 2.067, 2.634)  -0.235
H (1.048, -1.248, 4.066)  0.180
H (0.053, -0.939, -4.072)  0.227
C (-1.466, -1.720, 0.799)  0.133
H (2.014, 1.872, -1.722)  0.198
C (-3.475, -1.634, -0.482)  -0.188
C (-0.639, -1.900, 2.032)  0.330
H (2.745, 0.613, 3.536)  0.188
C (-4.944, 3.450, 1.771)  -0.211
C (2.767, -0.152, -2.040)  -0.206
K (-0.727, 1.103, 1.056)  0.878
H (3.678, -1.151, 1.064)  0.183
H (-1.549, -3.715, 2.702)  0.219

***

> Which value of total energy does entry 3 give?

-6816.7737 eV